C53H52KO3P5S as an isolated structure. Source: OMol25; level of theory: ωB97M-V/def2-TZVPD.

- Kohn-Sham gap (eV) = 8.21
- LUMO energy (eV) = 0.37
- relative energy (zero: lowest compared OMol25 entry of this formula, charge and spin) (eV) = 0.148

Geometry as ORCA input:
```
! RIJCOSX wB97M-V def2-TZVPD def2/J DEFGRID3
* xyz 0 1
K 0.9989 -0.4100 0.6009
O 0.9953 -3.2548 -1.9187
S 1.8651 -2.2494 -1.3721
O 2.1997 -2.4626 0.0496
O 1.4232 -0.8596 -1.5541
C 3.4297 -2.2841 -2.2069
C 3.6349 -2.9786 -3.3837
C 4.8833 -2.9261 -3.9836
C 5.8969 -2.1784 -3.3985
C 5.6711 -1.4672 -2.2284
C 4.4230 -1.5089 -1.6137
P 4.0230 -0.6433 -0.0241
C 5.0938 0.8399 -0.3171
C 6.4294 1.0219 0.0321
C 7.0761 2.2162 -0.2590
C 6.3974 3.2429 -0.8976
C 5.0686 3.0698 -1.2611
C 4.4238 1.8802 -0.9646
C 5.0546 -1.6746 1.0913
C 5.6193 -1.1258 2.2420
C 6.2797 -1.9254 3.1632
C 6.3902 -3.2899 2.9453
C 5.8380 -3.8485 1.8019
C 5.1685 -3.0504 0.8880
H 2.8184 -3.5541 -3.8020
H 5.0633 -3.4639 -4.9052
H 6.8793 -2.1623 -3.8536
H 6.4696 -0.8781 -1.7985
H 6.9680 0.2300 0.5381
H 8.1187 2.3378 0.0088
H 6.9039 4.1753 -1.1122
H 4.5390 3.8658 -1.7695
H 3.3826 1.7371 -1.2390
H 5.5478 -0.0594 2.4199
H 6.7085 -1.4830 4.0544
H 6.8956 -3.9140 3.6713
H 5.9215 -4.9135 1.6257
H 4.7101 -3.4943 0.0157
C -1.3002 0.4949 3.5358
P -0.4557 1.6888 2.4051
C -1.9136 2.6903 1.8776
C 0.2453 2.7433 3.7392
C -0.5070 3.7048 4.4131
C 0.0361 4.4082 5.4750
C 1.3403 4.1584 5.8754
C 2.1004 3.2138 5.2073
C 1.5663 2.4988 4.1369
P 2.5358 1.2504 3.1892
C 3.4176 0.4161 4.5795
C 3.8663 2.3810 2.5908
H -1.8454 1.0370 4.3096
H -0.5479 -0.1424 4.0038
H -1.9980 -0.1270 2.9745
H -2.6723 2.7636 2.6577
H -2.3464 2.1965 1.0084
H -1.5826 3.6841 1.5758
H -1.5290 3.9045 4.1186
H -0.5633 5.1458 5.9936
H 1.7659 4.6980 6.7122
H 3.1168 3.0326 5.5342
H 4.0506 1.1057 5.1388
H 4.0313 -0.3877 4.1774
H 2.6789 -0.0210 5.2521
H 4.3381 2.8988 3.4269
H 3.4260 3.1106 1.9104
H 4.6144 1.8186 2.0347
C -3.5149 0.7885 -1.2775
P -2.2251 -0.2672 -0.3840
C -3.1714 -1.0857 0.9555
C -4.1286 -0.3827 1.6892
C -4.8070 -0.9862 2.7359
C -4.5187 -2.2963 3.0890
C -3.4992 -2.9706 2.4336
C -2.8182 -2.3656 1.3877
C -2.0568 -1.5320 -1.7013
C -2.6218 -2.8021 -1.7261
C -2.4309 -3.6274 -2.8240
C -1.7068 -3.1844 -3.9174
C -1.1788 -1.9025 -3.9202
C -1.3406 -1.0882 -2.8139
P -5.3144 0.2837 -1.4104
C -5.8935 1.8769 -2.1432
C -6.6655 2.6997 -1.3254
C -7.1033 3.9380 -1.7741
C -6.7752 4.3642 -3.0517
C -6.0095 3.5499 -3.8751
C -5.5720 2.3135 -3.4262
C -5.4413 -0.8036 -2.8818
C -4.5883 -0.8657 -3.9784
C -4.8579 -1.7345 -5.0248
C -5.9734 -2.5570 -4.9893
C -6.8325 -2.5054 -3.9010
C -6.5638 -1.6348 -2.8568
H -3.1109 0.9760 -2.2737
H -3.5540 1.7571 -0.7700
H -4.3330 0.6534 1.4574
H -5.5649 -0.4315 3.2745
H -5.0731 -2.7793 3.8830
H -3.2253 -3.9712 2.7440
H -1.9999 -2.8883 0.9053
H -3.2286 -3.1509 -0.9014
H -2.8606 -4.6214 -2.8262
H -1.5393 -3.8426 -4.7606
H -0.6098 -1.5458 -4.7697
H -0.9015 -0.0982 -2.8053
H -6.9289 2.3555 -0.3313
H -7.7025 4.5682 -1.1288
H -7.1192 5.3265 -3.4087
H -5.7510 3.8819 -4.8731
H -4.9891 1.6796 -4.0827
H -3.6936 -0.2573 -4.0240
H -4.1819 -1.7766 -5.8695
H -6.1701 -3.2422 -5.8042
H -7.7057 -3.1444 -3.8633
H -7.2260 -1.5942 -1.9990
*
```

Results of the Löwdin charge analysis, in e, for atoms 1 through 99: K 0.5419; O -0.2833; S 0.3959; O -0.4952; O -0.5262; C -0.2698; C -0.0450; C -0.0718; C -0.0706; C -0.0597; C -0.3123; P 1.0857; C -0.3881; C -0.1129; C -0.0808; C -0.0905; C -0.0829; C -0.1085; C -0.3317; C -0.1359; C -0.0924; C -0.0919; C -0.0735; C -0.0730; H 0.1146; H 0.1037; H 0.1035; H 0.1022; H 0.1004; H 0.1025; H 0.1000; H 0.1025; H 0.1043; H 0.0796; H 0.1043; H 0.1000; H 0.1043; H 0.1043; C -0.2466; P 0.8290; C -0.2898; C -0.4023; C -0.0951; C -0.0802; C -0.0809; C -0.0950; C -0.3994; P 0.8797; C -0.2714; C -0.2587; H 0.0510; H 0.0424; H 0.0043; H 0.0379; H -0.0244; H 0.0470; H 0.0910; H 0.1041; H 0.1039; H 0.0941; H 0.0335; H 0.0065; H 0.0431; H 0.0420; H 0.0475; H -0.0005; C -0.4875; P 1.0304; C -0.4112; C -0.1561; C -0.0827; C -0.0840; C -0.0750; C -0.1164; C -0.3873; C -0.0841; C -0.0722; C -0.0880; C -0.0859; C -0.1547; P 1.0465; C -0.3821; C -0.1168; C -0.0921; C -0.0933; C -0.0826; C -0.0842; C -0.3859; C -0.1124; C -0.0811; C -0.0859; C -0.0861; C -0.1175; H 0.0336; H 0.0235; H 0.0862; H 0.1055; H 0.1022; H 0.1066